1.
{
  "formula": "C15H32NO3OsP2",
  "method": "ωB97M-V/def2-TZVPD",
  "largest_force_ev_per_a": 4.49,
  "gap_ev": [5.56, 4.20],
  "relative_energy_kcal_mol": 51.9,
  "multiplicity": 5,
  "total_charge": 3,
  "elements": ["Os", "P", "C", "C", "N", "C", "C", "C", "C", "C", "P", "H", "H", "H", "H", "H", "H", "H", "H", "O", "H", "H", "O", "H", "C", "H", "H", "H", "C", "H", "H", "H", "C", "H", "H", "H", "C", "H", "H", "H", "C", "C", "C", "C", "O", "H", "H", "H", "H", "H", "H", "H", "H", "H"],
  "xyz": [[0.313391, 0.203000, -0.279779], [2.173054, -1.080377, 0.112625], [2.372245, -2.004829, -1.405215], [1.211092, -1.985057, -2.207395], [0.069031, -1.327343, -1.719359], [-1.147411, -1.538649, -2.261356], [-1.331844, -2.347335, -3.374813], [-0.202556, -2.860068, -4.008414], [1.052499, -2.623115, -3.465489], [-2.334612, -0.799422, -1.700431], [-1.832488, 0.724589, -0.753561], [1.957752, -2.981526, -3.942985], [-2.348228, -2.491592, -3.748916], [-0.322861, -3.427266, -4.930589], [-3.014273, -0.484692, -2.508525], [-2.913307, -1.438378, -1.013106], [1.766915, 2.826471, -2.541929], [3.342503, -2.229964, -1.871738], [0.504714, 6.881420, -1.450690], [1.239595, 2.015021, -2.357491], [0.723746, 1.729710, -3.144874], [-0.104153, 1.568844, 0.372522], [0.813459, 6.500460, -0.624911], [0.821615, 5.514530, -0.709019], [-2.273190, 2.085443, -1.883966], [-3.304093, 1.959308, -2.238704], [-2.188359, 3.017730, -1.313772], [-1.593238, 2.135322, -2.738403], [-3.175391, 0.897841, 0.458446], [-2.959319, 1.801567, 1.040973], [-4.138204, 1.013641, -0.057491], [-3.203799, 0.020576, 1.112366], [2.091361, -2.461846, 1.342995], [2.859218, -3.221393, 1.124008], [2.207762, -2.132025, 2.382861], [1.115370, -2.958554, 1.245638], [3.601424, -0.019376, 0.546898], [3.513162, 0.349043, 1.577726], [4.568026, -0.525877, 0.448083], [3.616909, 0.855435, -0.112686], [-1.232529, 0.879745, 3.178277], [-0.241608, -0.236112, 2.882051], [1.121354, 0.342695, 3.248867], [-0.627998, -1.416334, 3.794301], [-0.316670, -0.618680, 1.515508], [-1.157658, 1.125933, 4.246655], [-2.254390, 0.557040, 2.961443], [-0.988800, 1.760323, 2.567609], [1.090797, 0.646550, 4.305986], [1.933566, -0.378984, 3.124681], [1.324049, 1.224169, 2.622892], [-1.678565, -1.701123, 3.645390], [0.016388, -2.296528, 3.683088], [-0.535465, -1.049985, 4.823728]],
  "forces_ev_per_a": [[0.25, -1.12, 3.87], [2.86, -2.27, 0.86], [-0.02, 1.20, -1.43], [-0.66, -0.27, -0.68], [0.10, 0.16, 0.15], [-0.52, 0.46, -0.19], [0.16, -0.21, -0.15], [-0.40, 0.12, -0.15], [0.81, -0.26, 0.63], [0.15, 0.19, 0.17], [-3.99, 0.17, -2.07], [-0.16, -0.18, -0.06], [0.45, -0.09, 0.01], [0.19, 0.12, 0.17], [0.18, -0.25, 0.26], [0.21, 0.03, -0.21], [-0.57, -0.79, -0.06], [-0.46, -0.31, 0.47], [-0.03, -0.13, -0.17], [-0.59, -0.77, 0.15], [0.93, 0.81, 0.45], [-0.35, 1.40, 0.17], [0.12, -1.43, 0.35], [-0.10, 1.56, -0.20], [0.69, 0.16, 0.02], [0.23, -0.06, 0.18], [-0.06, -0.04, -0.20], [-0.16, 0.06, 0.07], [0.65, -0.03, 0.54], [-0.30, -0.19, 0.00], [0.35, -0.06, -0.04], [-0.12, 0.21, -0.06], [-0.37, 0.06, 0.01], [-0.10, 0.45, -0.08], [0.04, -0.03, -0.40], [0.21, 0.12, -0.02], [-0.06, 0.38, -0.23], [-0.12, -0.24, -0.24], [-0.24, -0.22, -0.05], [0.03, -0.12, 0.02], [-1.12, 0.97, -0.53], [0.65, -0.91, 1.09], [0.55, 0.23, -0.28], [-0.19, -0.16, -0.22], [0.59, 1.26, -1.66], [0.06, -0.08, -0.41], [0.20, 0.07, 0.19], [-0.10, -0.06, 0.30], [0.06, -0.04, -0.44], [-0.23, 0.12, 0.13], [0.05, -0.05, 0.24], [0.33, -0.03, -0.02], [-0.11, 0.25, -0.09], [0.00, -0.17, -0.21]],
  "mulliken_spin": [1.76, 0.13, 0.50, -0.04, 0.11, 0.11, 0.10, 0.00, 0.22, 0.01, 0.11, 0.01, 0.00, 0.00, 0.00, 0.01, 0.00, -0.02, 0.00, 0.01, 0.00, -0.01, 0.00, 0.00, 0.01, 0.00, 0.00, 0.00, 0.00, 0.00, 0.00, 0.00, 0.03, 0.00, 0.01, 0.00, 0.04, -0.01, 0.02, 0.00, 0.16, 0.02, 0.08, 0.00, 0.61, 0.00, 0.00, 0.00, 0.00, 0.00, -0.01, 0.00, 0.00, 0.00]
}

2.
{
  "formula": "C15H32O7S",
  "method": "ωB97M-V/def2-TZVPD",
  "largest_force_ev_per_a": 6.21,
  "gap_ev": 9.51,
  "relative_energy_kcal_mol": 200.2,
  "smiles": "CCCOC[C@H]1OS(=O)(=O)O[C@H]1[C@H](C)CCC.COCCOC",
  "elements": ["C", "C", "C", "O", "C", "C", "O", "S", "O", "O", "O", "C", "C", "C", "C", "C", "C", "H", "H", "H", "H", "H", "H", "H", "H", "H", "H", "H", "H", "H", "H", "H", "H", "H", "H", "H", "H", "H", "H", "C", "O", "C", "C", "O", "C", "H", "H", "H", "H", "H", "H", "H", "H", "H", "H"],
  "xyz": [[-1.846424, 0.751072, -2.500849], [-0.488419, 0.375854, -3.355375], [0.771219, -0.138016, -2.392725], [1.886275, 0.863752, -2.417779], [1.451636, 2.053271, -1.664456], [2.787428, 2.690301, -0.956656], [2.573259, 4.154610, -1.206253], [1.513972, 4.753651, 0.018440], [1.535330, 6.270841, 0.348691], [-0.009255, 4.476662, -0.110617], [2.095259, 3.702814, 1.270131], [2.962123, 2.649971, 0.672469], [3.146223, 1.222059, 1.455184], [2.125695, 0.029639, 0.982678], [2.902852, 1.446636, 3.088106], [1.296563, 1.514961, 3.492783], [1.116819, 2.822414, 4.514198], [-2.560292, -0.185097, -2.331158], [-2.432111, 1.639369, -3.030696], [-1.584903, 1.155354, -1.409031], [-0.749117, -0.393126, -4.214707], [-0.091410, 1.359635, -3.892366], [0.441852, -0.298729, -1.264245], [1.101746, -1.194166, -2.786495], [0.971390, 2.877256, -2.382442], [0.623623, 1.833602, -0.849115], [3.788117, 2.450109, -1.560986], [4.044854, 3.133604, 0.810466], [4.278189, 0.892041, 1.306465], [1.011147, 0.370805, 0.832419], [2.095234, -0.771164, 1.867722], [2.520091, -0.587550, 0.040702], [3.397221, 0.516144, 3.641945], [3.510074, 2.404180, 3.417340], [0.904733, 0.526366, 4.003512], [0.619198, 1.779001, 2.548965], [-0.042807, 2.880841, 4.739868], [1.390564, 3.789574, 3.904170], [1.766961, 2.719177, 5.487690], [-5.006766, -4.603124, -0.050743], [-3.962183, -5.414906, -0.577213], [-3.460754, -4.913278, -1.819258], [-2.139190, -4.162272, -1.624519], [-2.330280, -2.963800, -0.865314], [-1.935794, -3.119760, 0.496584], [-5.174182, -4.893950, 0.989957], [-4.752003, -3.539863, -0.077586], [-5.928434, -4.776966, -0.613845], [-4.206025, -4.277090, -2.313138], [-3.280208, -5.779479, -2.464424], [-1.759408, -3.860837, -2.604671], [-1.385589, -4.806630, -1.154829], [-0.845705, -3.113469, 0.565233], [-2.330395, -4.040931, 0.932859], [-2.327993, -2.271361, 1.062914]],
  "forces_ev_per_a": [[-0.16, 0.32, 0.46], [0.06, 0.68, 0.22], [-0.99, -0.46, -0.30], [-2.42, -0.35, 1.42], [0.08, 0.19, 0.14], [-0.96, 0.45, -0.60], [-1.35, 0.81, 2.61], [-5.18, 2.79, 1.68], [2.28, -5.62, -1.33], [5.65, -0.75, -0.45], [-0.43, 0.14, -2.68], [3.59, 0.52, -0.57], [-1.18, -0.20, 0.76], [0.38, -1.23, 0.43], [0.29, -0.69, -0.42], [0.34, 1.58, 0.26], [-0.85, -0.62, -0.88], [1.59, 2.03, -0.53], [1.14, -2.10, 1.05], [-0.38, -0.86, -2.40], [0.64, 1.48, 1.92], [-0.86, -2.12, 1.11], [0.48, 0.45, -2.39], [-0.01, 2.34, 0.69], [1.25, -1.81, 1.49], [1.76, 0.20, -1.62], [-2.34, 0.31, 1.55], [-2.15, -0.98, -0.36], [-2.51, 0.79, 0.08], [2.38, -0.52, 0.19], [0.07, 1.75, -1.85], [-0.95, 1.69, 1.88], [-1.01, 1.99, -1.23], [-1.47, -1.83, -0.54], [0.93, 2.02, -1.13], [1.57, -0.76, 2.02], [2.47, 0.02, -0.06], [-0.37, -1.93, 1.34], [-1.40, 0.24, -1.95], [0.05, -0.20, 0.10], [-0.03, 0.50, -0.21], [0.39, -0.27, 0.37], [-0.52, 0.33, -0.09], [0.11, -0.48, 0.23], [-0.15, 0.22, -0.18], [0.07, -0.06, -0.17], [0.01, -0.06, -0.05], [-0.06, 0.11, 0.01], [0.13, 0.02, 0.11], [0.01, 0.05, 0.00], [0.00, -0.03, -0.04], [-0.17, 0.02, 0.01], [0.09, -0.07, 0.11], [0.03, 0.01, -0.06], [0.04, -0.04, -0.16]],
  "nbo_charge": [-0.65, -0.45, -0.08, -0.57, -0.13, 0.04, -0.65, 2.27, -0.79, -0.85, -0.66, 0.06, -0.23, -0.66, -0.42, -0.43, -0.63, 0.23, 0.22, 0.21, 0.22, 0.22, 0.18, 0.20, 0.22, 0.21, 0.26, 0.20, 0.24, 0.22, 0.22, 0.23, 0.22, 0.22, 0.22, 0.22, 0.22, 0.22, 0.21, -0.26, -0.55, -0.09, -0.09, -0.56, -0.26, 0.19, 0.18, 0.17, 0.18, 0.19, 0.18, 0.18, 0.17, 0.18, 0.19]
}